1.
{
  "formula": "C40H39Cl2FeN9O3P",
  "method": "ωB97M-V/def2-TZVPD",
  "charge": 0,
  "largest_force_ha_per_bohr": 0.0161,
  "multiplicity": 6,
  "lumo_ev": [0.03, -0.28],
  "homo_lumo_gap_ev": [6.930, 7.676],
  "elements": ["Fe", "C", "N", "C", "C", "N", "C", "P", "C", "N", "C", "C", "N", "C", "C", "N", "C", "C", "N", "C", "H", "H", "H", "H", "H", "H", "H", "H", "H", "H", "H", "H", "H", "H", "H", "Cl", "C", "C", "C", "C", "C", "C", "C", "H", "H", "H", "H", "H", "H", "N", "C", "C", "C", "C", "C", "N", "H", "H", "H", "H", "H", "H", "N", "C", "C", "C", "C", "C", "C", "C", "H", "H", "H", "H", "C", "C", "C", "C", "Cl", "C", "C", "C", "O", "C", "C", "O", "O", "H", "H", "H", "H", "H", "H", "H", "H"],
  "positions_angstrom": [[-0.828, -0.841, -0.254], [1.288, 4.096, -2.549], [0.319, 3.166, -1.987], [-0.913, 3.503, -1.495], [-1.453, 2.360, -0.984], [-0.580, 1.327, -1.173], [0.481, 1.829, -1.781], [1.934, 0.895, -2.372], [1.174, -0.510, -3.248], [0.356, -1.420, -2.765], [0.055, -2.262, -3.801], [0.698, -1.852, -4.927], [1.414, -0.740, -4.569], [2.250, 0.050, -5.463], [2.366, 0.046, -0.825], [1.535, -0.626, -0.054], [2.251, -1.010, 1.047], [3.537, -0.580, 0.928], [3.601, 0.116, -0.249], [4.776, 0.808, -0.759], [0.885, 5.102, -2.472], [2.219, 4.063, -1.986], [1.487, 3.869, -3.595], [-1.287, 4.511, -1.550], [-2.391, 2.211, -0.475], [-0.626, -3.087, -3.684], [0.709, -2.241, -5.930], [2.233, -0.413, -6.445], [1.872, 1.067, -5.549], [3.277, 0.082, -5.106], [1.786, -1.541, 1.861], [4.391, -0.684, 1.575], [5.655, 0.415, -0.254], [4.881, 0.641, -1.828], [4.709, 1.879, -0.570], [-0.485, -0.610, 7.725], [-0.985, -1.106, 6.137], [-2.020, -0.428, 5.501], [-2.407, -0.812, 4.234], [-1.770, -1.885, 3.567], [-2.131, -2.242, 2.257], [-0.729, -2.554, 4.252], [-0.340, -2.171, 5.518], [-2.504, 0.400, 6.001], [-3.191, -0.269, 3.722], [-2.930, -1.718, 1.757], [-1.664, -3.084, 1.766], [-0.227, -3.379, 3.759], [0.458, -2.687, 6.034], [-2.418, -4.097, -0.685], [-1.095, -4.365, -0.870], [-0.691, -5.595, -1.420], [0.645, -5.848, -1.578], [1.571, -4.887, -1.175], [1.086, -3.715, -0.641], [-0.217, -3.426, -0.488], [-3.088, -4.672, -1.166], [-2.666, -3.119, -0.617], [-1.442, -6.318, -1.715], [0.974, -6.787, -2.006], [2.635, -5.044, -1.272], [1.772, -2.952, -0.315], [-7.484, -0.773, -3.994], [-6.519, -0.765, -3.369], [-5.299, -0.757, -2.595], [-5.236, -1.392, -1.363], [-4.040, -1.397, -0.655], [-2.847, -0.806, -1.111], [-2.988, -0.139, -2.346], [-4.165, -0.109, -3.077], [-6.120, -1.876, -0.964], [-4.069, -1.883, 0.316], [-2.140, 0.384, -2.766], [-4.216, 0.412, -4.026], [3.674, 2.831, 2.920], [2.526, 3.670, 2.441], [2.724, 4.925, 1.892], [1.640, 5.714, 1.527], [1.920, 7.297, 0.839], [0.353, 5.261, 1.704], [0.132, 3.987, 2.223], [1.211, 3.196, 2.591], [1.097, 1.961, 3.141], [-0.221, 1.465, 3.398], [-0.990, 0.985, 2.157], [-2.106, 1.452, 1.939], [-0.408, 0.039, 1.525], [4.628, 3.283, 2.647], [3.613, 1.826, 2.508], [3.642, 2.719, 4.006], [3.731, 5.307, 1.771], [-0.486, 5.890, 1.436], [-0.880, 3.619, 2.318], [-0.810, 2.217, 3.924], [-0.069, 0.603, 4.046]]
}

---

2.
{
  "formula": "C8H13CoNO",
  "method": "ωB97M-V/def2-TZVPD",
  "charge": -2,
  "largest_force_ha_per_bohr": 0.0718,
  "multiplicity": 4,
  "lumo_ev": [6.47, 6.31],
  "homo_lumo_gap_ev": [3.644, 4.509],
  "elements": ["C", "C", "C", "C", "C", "Co", "N", "C", "C", "H", "H", "H", "H", "H", "H", "H", "H", "H", "H", "C", "O", "H", "H", "H"],
  "positions_angstrom": [[0.915, -1.127, -1.043], [0.096, -0.253, -1.800], [-1.293, -0.359, -1.359], [-1.521, -1.459, -0.572], [-0.358, -2.177, -0.046], [0.664, 0.532, -0.025], [-0.490, -2.590, 1.252], [2.178, 1.477, 0.079], [1.274, 2.187, -0.826], [-2.061, 0.327, -1.732], [0.409, 0.413, -2.604], [-2.503, -1.810, -0.247], [0.121, -3.019, -0.611], [1.852, -1.577, -1.377], [1.499, 2.210, -1.897], [2.244, 1.831, 1.117], [0.217, -2.117, 1.857], [0.645, 3.009, -0.438], [3.089, 1.027, -0.356], [-1.436, 0.671, 2.178], [-0.623, 0.908, 1.092], [-1.861, 1.657, 2.423], [-0.829, 0.287, 3.010], [-2.230, -0.049, 1.924]]
}

---

3.
{
  "formula": "C10H22N4O",
  "method": "ωB97M-V/def2-TZVPD",
  "charge": 2,
  "largest_force_ha_per_bohr": 0.0900,
  "multiplicity": 1,
  "lumo_ev": -6.93,
  "smiles": "C#[N+]CCN(NC[C@@H]([NH3+])CC=C)[C@H](C)O",
  "homo_lumo_gap_ev": 8.918,
  "elements": ["C", "N", "C", "C", "N", "N", "C", "C", "N", "C", "C", "C", "C", "C", "O", "H", "H", "H", "H", "H", "H", "H", "H", "H", "H", "H", "H", "H", "H", "H", "H", "H", "H", "H", "H", "H", "H"],
  "positions_angstrom": [[-2.769, 0.788, -1.897], [-3.461, 0.844, -1.003], [-3.628, 0.968, 0.382], [-2.322, 0.579, 1.177], [-1.298, -0.100, 0.405], [-0.035, 0.431, 0.685], [0.773, 0.712, -0.468], [2.154, 1.252, -0.305], [2.196, 2.372, 0.679], [3.170, 0.268, 0.265], [3.210, -1.035, -0.483], [3.662, -1.132, -1.720], [-1.313, -1.633, 0.428], [-2.565, -2.268, -0.282], [-1.119, -1.928, 1.816], [-2.212, 1.034, -2.783], [-4.381, 0.220, 0.570], [-3.967, 1.907, 0.802], [-1.741, 1.461, 1.321], [-2.678, -0.003, 2.111], [0.548, -0.209, 1.303], [0.942, -0.109, -1.260], [0.177, 1.471, -1.070], [2.358, 1.577, -1.277], [1.957, 2.027, 1.672], [1.577, 3.029, 0.418], [3.115, 2.666, 0.688], [4.074, 0.776, 0.168], [3.134, 0.241, 1.344], [2.849, -1.955, 0.041], [3.576, -2.187, -2.197], [4.123, -0.147, -2.206], [-0.475, -1.712, -0.241], [-2.308, -3.405, -0.244], [-3.393, -2.048, 0.348], [-2.572, -1.873, -1.268], [-1.357, -2.878, 2.082]]
}

---

In kcal/mol, the relative energy (zero: lowest compared OMol25 entry of this formula, charge and spin) values for the records above are, in order, 6.9, 11.8, 63.4.